Entry 1:
{"formula": "FH12LiO6", "method": "ωB97M-V/def2-TZVPD", "max_force_ev_per_a": 2.31, "homo_energy_ev": -10.14, "gap_ev": 9.98, "e_tot_ev": -15405.1623, "charge": 0, "elements": ["Li", "F", "O", "H", "H", "O", "H", "H", "O", "H", "H", "O", "H", "H", "O", "H", "H", "O", "H", "H"], "coordinates": [[19.42, 19.97, 3.05], [18.45, 18.57, 2.22], [21.09, 20.68, 1.91], [20.98, 20.83, 0.97], [22.04, 20.56, 1.78], [15.86, 19.39, 2.50], [16.79, 19.22, 2.24], [15.61, 20.10, 1.92], [17.93, 20.44, 0.52], [17.90, 19.67, 1.05], [17.41, 20.14, -0.23], [18.35, 21.45, 3.98], [18.51, 21.54, 4.92], [17.66, 22.08, 3.82], [20.35, 18.97, 4.53], [19.77, 18.86, 5.30], [21.20, 18.45, 4.62], [20.68, 17.19, 1.65], [19.77, 17.54, 1.80], [20.95, 17.35, 0.75]], "lowdin_charge": [0.7025, -0.5367, -0.0670, 0.0537, 0.0517, -0.0873, -0.0335, 0.0153, -0.0683, -0.0709, 0.0463, -0.0583, 0.0562, 0.0533, -0.1128, 0.0648, 0.0957, -0.0998, -0.0123, 0.0073]}

Entry 2:
{"formula": "C22H19F6N2", "method": "ωB97M-V/def2-TZVPD", "max_force_ev_per_a": 2.05, "homo_energy_ev": -10.46, "gap_ev": 4.21, "e_tot_ev": -42400.4191, "charge": 1, "elements": ["F", "C", "F", "F", "C", "C", "C", "C", "C", "C", "C", "C", "C", "C", "F", "F", "F", "C", "C", "C", "C", "H", "H", "H", "H", "H", "H", "H", "H", "H", "C", "N", "C", "C", "C", "C", "N", "C", "C", "H", "H", "H", "H", "H", "H", "H", "H", "H", "H"], "coordinates": [[-5.76, 4.39, 2.40], [-5.66, 3.21, 1.71], [-6.55, 2.34, 2.28], [-6.12, 3.46, 0.44], [-4.25, 2.66, 1.69], [-4.03, 1.28, 1.80], [-2.73, 0.79, 1.74], [-1.60, 1.63, 1.50], [-0.31, 1.03, 1.44], [0.96, 1.63, 1.64], [1.23, 2.99, 1.99], [2.52, 3.51, 1.92], [3.61, 2.66, 1.73], [5.03, 3.19, 1.70], [5.92, 2.30, 2.24], [5.46, 3.43, 0.41], [5.18, 4.36, 2.39], [3.40, 1.29, 1.55], [2.11, 0.79, 1.51], [-1.88, 3.03, 1.34], [-3.17, 3.53, 1.50], [-4.87, 0.59, 1.94], [-2.56, -0.28, 1.90], [-0.31, -0.04, 1.23], [0.42, 3.65, 2.34], [2.69, 4.60, 2.02], [4.26, 0.62, 1.42], [1.96, -0.28, 1.36], [-1.08, 3.72, 1.09], [-3.35, 4.61, 1.45], [1.00, -5.83, -3.10], [0.80, -4.42, -3.37], [1.11, -4.05, -4.73], [0.38, -3.53, -2.42], [0.64, -2.13, -2.57], [0.31, -1.28, -1.50], [-0.32, -1.70, -0.38], [-0.71, -3.00, -0.32], [-0.32, -3.96, -1.26], [1.09, -6.02, -2.03], [0.18, -6.43, -3.51], [1.93, -6.14, -3.60], [0.68, -3.07, -4.98], [2.20, -4.03, -4.89], [0.69, -4.81, -5.40], [1.16, -1.73, -3.45], [0.55, -0.21, -1.57], [-1.35, -3.30, 0.51], [-0.56, -5.02, -1.10]], "lowdin_charge": [0.1291, -0.4885, 0.1282, 0.1284, -0.0688, 0.0302, 0.0390, -0.1588, 0.1334, -0.1549, 0.0354, 0.0306, -0.0649, -0.4862, 0.1270, 0.1289, 0.1315, 0.0271, 0.0383, 0.0274, 0.0255, 0.1397, 0.1307, 0.0971, 0.1168, 0.1432, 0.1420, 0.1288, 0.1120, 0.1440, -0.0544, -0.2010, -0.0545, -0.2239, -0.0086, -0.1669, -0.0072, -0.1433, -0.0096, 0.0833, 0.0997, 0.0951, 0.0810, 0.0997, 0.0967, 0.1060, 0.1026, 0.1059, 0.1072]}

Entry 3:
{"formula": "C21H22N2O5", "method": "ωB97M-V/def2-TZVPD", "max_force_ev_per_a": 19.45, "homo_energy_ev": -8.14, "smiles": "CCOc1ccc(CC(=O)Nc2c(C(N)=O)oc3ccccc23)cc1OCC", "gap_ev": 7.81, "e_tot_ev": -35335.1109, "charge": 0, "elements": ["C", "C", "H", "H", "O", "C", "C", "C", "C", "C", "C", "O", "C", "C", "H", "H", "H", "H", "H", "H", "C", "C", "O", "N", "C", "C", "C", "O", "N", "H", "H", "O", "C", "C", "C", "C", "C", "C", "H", "H", "H", "H", "H", "H", "H", "H", "H", "H", "H", "H"], "coordinates": [[4.59, 3.27, -1.55], [3.93, 3.17, -2.91], [4.67, 3.24, -3.70], [3.25, 4.00, -3.18], [3.51, 2.12, -3.15], [2.42, 1.57, -2.66], [1.64, 2.35, -1.99], [0.17, 2.05, -1.60], [-0.14, 0.70, -1.74], [0.75, -0.23, -2.25], [1.90, 0.10, -3.00], [2.84, -0.51, -3.64], [2.64, -1.77, -3.53], [3.74, -2.64, -4.43], [4.65, -2.30, -3.85], [4.02, -2.15, -5.36], [3.71, -3.60, -4.40], [1.77, -2.13, -4.19], [2.33, -2.45, -2.68], [0.54, -1.41, -2.42], [-1.40, 0.19, -1.11], [-1.18, -0.17, 0.34], [-0.34, 0.18, 1.02], [-2.35, -0.66, 0.95], [-3.01, -0.62, 2.13], [-4.13, -1.26, 2.65], [-5.03, -1.46, 1.81], [-5.12, -1.46, 0.37], [-6.14, -2.08, 2.22], [-6.31, -2.18, 3.29], [-7.14, -2.26, 1.55], [-4.24, -1.29, 3.93], [-3.08, -1.07, 4.52], [-2.67, -0.95, 5.94], [-1.43, -0.56, 6.27], [-0.68, -0.31, 5.20], [-0.96, -0.03, 3.93], [-2.00, -0.84, 3.59], [-0.14, 0.12, 3.18], [0.46, 0.04, 5.48], [-1.16, -0.71, 7.44], [-3.31, -1.57, 6.50], [-3.12, -0.72, 0.32], [-2.09, 0.84, -1.22], [-1.64, -0.82, -1.60], [-0.51, 2.64, -0.89], [1.69, 3.46, -1.80], [5.03, 4.35, -1.29], [3.67, 3.27, -0.93], [5.42, 2.56, -1.55]], "lowdin_charge": [-0.0349, -0.5229, 0.1388, 0.1387, 0.0179, -0.1560, -0.0220, 0.0389, -0.2808, 0.0154, -0.1468, 0.0445, -0.3363, -0.0087, 0.0870, 0.0721, -0.0127, 0.1322, 0.1462, 0.1549, -0.0482, -0.4382, 0.1741, 0.1552, 0.0865, -0.3256, -0.4400, -0.1570, 0.1057, 0.1387, 0.2405, 0.1338, -0.1566, -0.0125, -0.1219, -0.1833, -0.0656, 0.0313, 0.1250, 0.1615, 0.1733, 0.0943, 0.0926, 0.0594, 0.1668, 0.1428, 0.1279, 0.1220, 0.0633, 0.0885]}

Entry 4:
{"formula": "CH5N3OS", "method": "ωB97M-V/def2-TZVPD", "max_force_ev_per_a": 4.67, "homo_energy_ev": -8.22, "smiles": "NNC(=S)NO", "gap_ev": 8.44, "e_tot_ev": -18467.2901, "charge": 0, "elements": ["C", "H", "H", "H", "H", "H", "N", "N", "N", "O", "S"], "coordinates": [[-0.39, -0.10, -0.01], [2.10, 1.45, 0.93], [1.95, 2.22, -0.76], [-0.18, 2.03, 0.33], [-0.18, -2.10, -0.04], [2.11, -0.64, -0.07], [1.71, 1.21, -0.13], [0.26, 1.08, 0.08], [0.35, -1.19, -0.27], [1.61, -1.38, 0.20], [-2.04, 0.06, 0.02]], "lowdin_charge": [-0.9459, 0.1511, 0.1802, 0.1564, 0.1826, 0.0226, -0.0640, -0.1455, -0.0638, -0.0282, 0.5546]}

Entry 5:
{"formula": "C4H8N2O2", "method": "ωB97M-V/def2-TZVPD", "max_force_ev_per_a": 6.24, "homo_energy_ev": -9.35, "smiles": "NC(=O)[C@@H]1N[C@@H]1CO", "gap_ev": 10.09, "e_tot_ev": -11348.0731, "charge": 0, "elements": ["C", "C", "C", "C", "H", "H", "H", "H", "H", "H", "H", "H", "N", "N", "O", "O"], "coordinates": [[1.36, -0.25, -0.30], [0.29, 0.60, -0.71], [-1.20, 0.39, -0.90], [-1.31, -0.96, -0.18], [3.10, -0.12, 1.17], [1.68, 1.07, 1.07], [0.84, 1.25, -1.36], [-0.41, 1.01, 1.14], [-1.87, 0.71, -1.68], [-0.25, -1.63, -0.36], [-2.38, -1.51, -0.60], [-1.84, 0.06, 1.34], [2.26, 0.30, 0.66], [-0.57, 1.32, 0.17], [1.47, -1.41, -0.72], [-1.15, -0.84, 1.28]], "lowdin_charge": [-0.4947, -0.3056, -0.1061, -0.2617, 0.1478, 0.1024, 0.1480, 0.0855, 0.1305, 0.1502, 0.1619, 0.1912, 0.1470, 0.0353, 0.0334, -0.1651]}

Entry 6:
{"formula": "C41H71NO22P", "method": "ωB97M-V/def2-TZVPD", "max_force_ev_per_a": 0.49, "homo_energy_ev": -1.54, "gap_ev": 3.24, "e_tot_ev": -99494.7029, "charge": -1, "elements": ["C", "C", "C", "C", "C", "C", "C", "C", "C", "C", "C", "C", "N", "P", "C", "O", "H", "H", "H", "H", "H", "H", "H", "H", "H", "H", "H", "H", "H", "H", "H", "H", "H", "H", "H", "H", "H", "H", "H", "H", "H", "H", "H", "H", "H", "C", "C", "C", "O", "C", "O", "O", "H", "H", "H", "H", "H", "H", "C", "C", "C", "O", "C", "O", "O", "H", "H", "H", "H", "H", "H", "C", "C", "C", "O", "C", "O", "O", "H", "H", "H", "H", "H", "H", "C", "C", "C", "O", "C", "O", "O", "H", "H", "H", "H", "H", "H", "C", "C", "C", "O", "C", "O", "O", "H", "H", "H", "H", "H", "H", "C", "C", "C", "O", "C", "O", "O", "H", "H", "H", "H", "H", "H", "C", "C", "C", "O", "C", "O", "O", "H", "H", "H", "H", "H", "H"], "coordinates": [[2.59, -0.95, 1.21], [2.59, -2.45, 0.92], [1.34, -2.86, 0.16], [1.22, -4.35, -0.17], [-0.23, -4.84, -0.12], [-0.82, -5.01, 1.29], [-1.86, -3.96, 1.68], [-2.71, -4.36, 2.90], [-4.23, -4.41, 2.63], [-4.77, -3.27, 1.77], [-4.38, -1.89, 2.30], [-5.06, -0.68, 1.66], [-4.60, 0.56, 2.37], [-4.43, -0.52, -0.01], [-5.53, -1.59, -1.03], [-5.09, 0.92, -0.54], [3.53, -0.60, 1.66], [2.41, -0.37, 0.30], [1.78, -0.71, 1.91], [3.48, -2.72, 0.34], [2.61, -2.99, 1.87], [1.29, -2.28, -0.78], [0.46, -2.56, 0.75], [1.84, -4.93, 0.53], [1.63, -4.55, -1.17], [-0.31, -5.78, -0.67], [-0.84, -4.11, -0.67], [-0.01, -4.98, 2.03], [-1.28, -6.00, 1.36], [-2.52, -3.76, 0.82], [-1.35, -3.01, 1.88], [-2.52, -3.69, 3.75], [-2.38, -5.35, 3.23], [-4.46, -5.39, 2.17], [-4.76, -4.39, 3.58], [-4.45, -3.40, 0.73], [-5.87, -3.31, 1.75], [-4.66, -1.88, 3.37], [-3.27, -1.79, 2.26], [-3.67, 0.89, 2.04], [-4.43, 0.33, 3.35], [-6.40, -1.91, -0.45], [-5.87, -0.98, -1.86], [-4.99, -2.47, -1.41], [-5.11, 1.63, 0.12], [-2.84, 3.44, -3.39], [-3.58, 4.36, -2.46], [-2.75, 5.31, -1.63], [-3.49, 5.39, -0.40], [-4.18, 4.22, -0.27], [-4.69, 3.82, 0.73], [-4.18, 3.56, -1.44], [-3.53, 2.77, -3.90], [-2.27, 4.00, -4.13], [-2.15, 2.84, -2.80], [-4.38, 4.91, -2.97], [-2.63, 6.30, -2.05], [-1.76, 4.88, -1.41], [-0.63, -0.70, -1.64], [-0.90, 0.12, -2.87], [-0.23, -0.34, -4.15], [-0.03, 0.89, -4.86], [0.03, 1.89, -3.96], [0.32, 3.02, -4.20], [-0.32, 1.44, -2.74], [-1.16, -0.28, -0.78], [-0.99, -1.72, -1.79], [0.44, -0.71, -1.42], [-1.98, 0.25, -3.02], [-0.84, -1.01, -4.76], [0.74, -0.80, -3.95], [7.32, -1.67, 3.46], [5.95, -1.08, 3.57], [5.61, -0.40, 4.88], [4.20, -0.61, 4.99], [3.89, -1.73, 4.28], [2.83, -2.26, 4.30], [4.94, -2.12, 3.55], [7.47, -2.13, 2.49], [8.07, -0.88, 3.58], [7.47, -2.43, 4.24], [5.74, -0.42, 2.74], [5.81, 0.67, 4.89], [6.11, -0.88, 5.73], [2.49, 3.51, 1.06], [3.90, 3.33, 0.57], [4.08, 2.40, -0.61], [5.38, 1.84, -0.37], [5.62, 1.89, 0.95], [6.51, 1.33, 1.51], [4.70, 2.66, 1.57], [2.44, 4.19, 1.90], [1.88, 3.92, 0.25], [2.07, 2.55, 1.36], [4.38, 4.29, 0.38], [4.05, 2.89, -1.58], [3.35, 1.58, -0.59], [1.77, 1.06, 6.78], [2.54, 1.73, 7.89], [2.33, 1.16, 9.28], [2.54, 2.29, 10.12], [2.26, 3.41, 9.40], [2.16, 4.50, 9.86], [2.12, 3.09, 8.09], [1.99, 1.53, 5.82], [2.06, 0.02, 6.72], [0.70, 1.13, 6.97], [3.61, 1.77, 7.65], [3.04, 0.38, 9.55], [1.31, 0.80, 9.41], [-7.61, -2.05, -4.62], [-6.88, -2.35, -5.90], [-5.85, -3.46, -5.81], [-4.88, -3.07, -6.79], [-4.95, -1.72, -6.94], [-4.17, -1.06, -7.54], [-6.04, -1.24, -6.30], [-8.33, -1.24, -4.76], [-8.16, -2.94, -4.29], [-6.92, -1.76, -3.83], [-7.57, -2.54, -6.72], [-6.22, -4.45, -6.06], [-5.37, -3.48, -4.83], [5.47, 3.64, -7.35], [4.54, 4.10, -6.26], [5.21, 4.70, -5.03], [4.30, 4.34, -3.99], [3.63, 3.23, -4.37], [2.94, 2.58, -3.65], [3.86, 2.97, -5.67], [4.91, 3.23, -8.19], [6.05, 4.49, -7.71], [6.15, 2.88, -6.98], [3.78, 4.78, -6.64], [5.32, 5.78, -5.06], [6.17, 4.23, -4.83]], "lowdin_charge": [-0.0964, -0.2535, -0.2276, -0.2137, -0.2145, -0.2090, -0.2206, -0.2093, -0.2217, -0.2645, -0.3413, -0.5969, -0.1002, 0.7876, -0.3160, -0.3652, 0.0562, 0.0580, 0.0867, 0.1151, 0.0955, 0.0842, 0.1079, 0.1080, 0.1042, 0.1002, 0.1001, 0.1146, 0.1034, 0.0947, 0.0961, 0.1029, 0.0949, 0.1002, 0.1017, 0.0726, 0.1044, 0.0983, 0.0768, 0.0097, 0.0294, 0.0238, 0.0006, 0.0063, 0.0064, -0.0092, -0.3165, -0.0894, 0.0529, -0.5567, 0.1641, 0.0709, 0.0977, 0.0919, 0.0765, 0.1547, 0.1312, 0.1375, -0.0357, -0.3096, -0.0793, 0.0663, -0.5973, 0.1275, 0.0546, 0.0609, 0.0879, 0.0582, 0.1518, 0.1364, 0.1361, -0.0166, -0.3201, -0.0825, 0.0436, -0.5810, 0.1578, 0.0792, 0.0898, 0.0930, 0.0891, 0.1185, 0.1392, 0.1355, -0.0090, -0.3081, -0.0698, 0.0741, -0.5775, 0.1274, 0.0828, 0.0874, 0.0956, 0.0902, 0.1566, 0.1131, 0.1275, -0.0177, -0.3238, -0.0944, 0.0558, -0.5698, 0.1575, 0.0864, 0.0897, 0.0874, 0.0963, 0.1548, 0.1354, 0.1389, -0.0145, -0.3247, -0.0924, 0.0548, -0.5684, 0.1570, 0.0850, 0.0892, 0.0939, 0.0739, 0.1539, 0.1348, 0.1387, -0.0243, -0.3234, -0.0929, 0.0566, -0.5462, 0.1644, 0.0957, 0.0879, 0.0898, 0.0919, 0.1596, 0.1361, 0.1378]}

Entry 7:
{"formula": "C19H24N4O7S", "method": "ωB97M-V/def2-TZVPD", "max_force_ev_per_a": 1.53, "homo_energy_ev": -8.05, "smiles": "COc1cc(C(=O)NCc2nnc(SCC(=O)N3CCOCC3)o2)cc(OC)c1OC", "gap_ev": 8.54, "e_tot_ev": -51218.8290, "charge": 0, "elements": ["C", "H", "O", "C", "C", "C", "C", "C", "C", "O", "C", "H", "H", "H", "O", "C", "H", "H", "H", "H", "C", "O", "N", "H", "C", "C", "N", "N", "C", "O", "S", "C", "C", "O", "N", "C", "H", "C", "O", "C", "H", "C", "H", "H", "H", "H", "H", "H", "H", "H", "H", "H", "H", "H", "H"], "coordinates": [[-5.49, -1.12, -2.21], [-6.41, -0.77, -2.67], [-5.15, -0.14, -1.26], [-4.01, -0.31, -0.55], [-3.17, -1.41, -0.64], [-2.05, -1.49, 0.18], [-1.74, -0.45, 1.04], [-2.53, 0.69, 1.10], [-3.70, 0.76, 0.33], [-4.59, 1.79, 0.29], [-4.65, 2.73, 1.33], [-4.71, 2.25, 2.31], [-3.80, 3.41, 1.31], [-5.57, 3.30, 1.14], [-2.19, 1.77, 1.87], [-1.04, 1.70, 2.68], [-1.13, 0.91, 3.43], [-0.13, 1.55, 2.10], [-0.99, 2.67, 3.18], [-0.82, -0.49, 1.61], [-1.09, -2.60, 0.00], [-0.82, -3.09, -1.08], [-0.49, -3.05, 1.15], [-0.71, -2.53, 1.99], [0.87, -3.52, 1.07], [1.76, -2.32, 1.01], [1.46, -1.16, 1.49], [2.44, -0.31, 1.14], [3.30, -1.00, 0.46], [2.93, -2.30, 0.34], [4.72, -0.44, -0.32], [4.66, 1.33, 0.12], [3.29, 2.02, 0.18], [3.00, 2.63, 1.19], [2.51, 2.00, -0.92], [2.78, 1.41, -2.21], [3.75, 0.92, -2.24], [1.67, 0.40, -2.55], [0.41, 1.00, -2.50], [0.15, 1.53, -1.22], [-0.85, 1.95, -1.26], [1.19, 2.59, -0.85], [1.03, 2.96, 0.16], [1.13, 3.42, -1.56], [0.17, 0.72, -0.47], [1.80, 0.01, -3.56], [1.71, -0.45, -1.84], [2.76, 2.21, -2.96], [5.10, 1.44, 1.11], [5.30, 1.83, -0.62], [1.11, -4.15, 1.94], [0.99, -4.10, 0.15], [-3.37, -2.21, -1.32], [-4.72, -1.24, -2.97], [-5.68, -2.09, -1.73]], "lowdin_charge": [-0.0778, 0.0944, -0.0598, -0.1831, 0.0472, -0.1358, 0.0037, -0.1894, -0.1195, -0.0450, -0.0649, 0.1004, 0.0905, 0.0951, -0.1090, -0.0591, 0.1014, 0.0832, 0.0993, 0.0736, -0.4446, 0.0894, 0.0663, 0.1252, -0.0845, -0.2989, 0.1103, 0.0793, -0.6710, 0.0994, 1.0201, -0.3250, -0.5492, 0.0485, -0.0518, -0.1296, 0.0785, -0.1764, -0.1134, -0.1711, 0.1337, -0.0916, 0.1191, 0.1364, 0.1099, 0.1319, 0.1198, 0.1349, 0.0889, 0.0899, 0.1337, 0.1336, 0.1162, 0.0996, 0.0969]}

Entry 8:
{"formula": "C3HN5", "method": "ωB97M-V/def2-TZVPD", "max_force_ev_per_a": 14.49, "homo_energy_ev": -10.41, "smiles": "N#Cc1cnnnn1", "gap_ev": 7.83, "e_tot_ev": -10569.0622, "charge": 0, "elements": ["C", "C", "C", "H", "N", "N", "N", "N", "N"], "coordinates": [[1.53, 1.04, -0.02], [0.17, 0.66, 0.18], [0.07, -0.69, 0.63], [0.86, -0.86, 1.48], [2.89, 1.09, -0.32], [-0.85, -1.64, 0.06], [-1.98, -1.08, -0.68], [-1.86, 0.31, -0.73], [-0.84, 1.17, -0.59]], "lowdin_charge": [-0.0660, -0.3235, -0.0591, 0.1514, 0.1381, 0.0615, 0.0693, -0.0707, 0.0989]}